1.
A 2-piece molecular cluster, C2ClF2O2 overall in a non-equilibrium geometry. Source: the Open Molecules 2025 dataset; level of theory: wB97M-V/def2-TZVPD.

The geometry in ORCA input format:
```
! RIJCOSX wB97M-V def2-TZVPD def2/J DEFGRID3
* xyz -1 1
C 2.215 0.215 -0.159
C -2.113 0.235 0.426
O 2.572 -0.531 -0.936
O 1.888 0.952 0.636
F -3.130 -0.707 0.131
F -2.291 1.225 -0.501
Cl -0.472 -0.559 -0.401
*
```


2.
C43H53GaN3O6S3Se2SiTe2 as an isolated structure. Source: the Open Molecules 2025 dataset; level of theory: wB97M-V/def2-TZVPD.

The geometry in ORCA input format:
```
! RIJCOSX wB97M-V def2-TZVPD def2/J DEFGRID3
* xyz -1 1
Ga 1.500 -0.601 1.228
Se 1.620 -0.483 3.762
Te 3.905 0.394 4.399
Te 5.225 -1.194 2.632
Se 3.920 -0.539 0.598
O 1.521 1.526 1.051
S 0.969 2.418 2.141
C 2.418 3.244 2.809
C 3.620 3.130 2.136
C 4.746 3.741 2.668
C 4.657 4.449 3.859
C 3.446 4.534 4.535
C 2.317 3.924 4.012
C 0.387 3.871 1.239
C -0.673 4.604 1.745
C -1.165 5.678 1.014
C -0.597 6.002 -0.209
C 0.467 5.258 -0.706
C 0.962 4.186 0.017
H 3.681 2.540 1.230
H 5.697 3.652 2.159
H 5.537 4.924 4.273
H 3.384 5.064 5.477
H 1.370 3.961 4.538
H -1.111 4.332 2.699
H -1.998 6.255 1.397
H -0.994 6.829 -0.785
H 0.904 5.506 -1.665
H 1.773 3.579 -0.367
C 3.335 -1.404 -2.956
C 2.375 -0.237 -3.215
C 2.166 -0.117 -4.730
C 3.001 1.067 -2.705
Si 0.774 -0.545 -2.215
O 1.192 -0.666 -0.678
C -0.181 -2.072 -2.832
C -0.648 -2.977 -1.880
C -1.398 -4.092 -2.231
C -1.706 -4.326 -3.564
C -1.270 -3.430 -4.531
C -0.528 -2.315 -4.165
C -0.502 0.832 -2.500
C -0.966 1.198 -3.768
C -1.952 2.158 -3.930
C -2.514 2.764 -2.818
C -2.089 2.398 -1.550
C -1.092 1.445 -1.397
H 4.287 -1.242 -3.476
H 2.907 -2.349 -3.307
H 3.547 -1.506 -1.889
H 3.128 0.065 -5.225
H 1.505 0.716 -4.982
H 1.752 -1.036 -5.149
H 3.968 1.246 -3.191
H 3.168 1.020 -1.627
H 2.347 1.921 -2.912
H -0.413 -2.794 -0.841
H -1.744 -4.776 -1.463
H -2.286 -5.197 -3.847
H -1.514 -3.600 -5.573
H -0.225 -1.620 -4.940
H -0.555 0.723 -4.653
H -2.291 2.430 -4.924
H -3.283 3.517 -2.944
H -2.534 2.855 -0.677
H -0.769 1.152 -0.408
C -5.166 4.897 0.306
C -5.274 3.398 0.415
C -5.306 2.770 1.654
C -5.433 1.392 1.750
C -5.514 0.641 0.592
C -5.471 1.244 -0.658
C -5.358 2.619 -0.740
S -5.713 -1.121 0.682
O -5.831 -1.467 2.067
O -6.774 -1.478 -0.222
N -4.382 -1.817 0.036
C -2.980 -1.507 0.382
C -2.746 -1.137 1.842
C -1.253 -1.263 2.150
O -0.883 -2.072 2.987
O -0.503 -0.481 1.434
H -5.157 5.363 1.291
H -6.010 5.297 -0.258
H -4.250 5.180 -0.217
H -5.236 3.368 2.556
H -5.478 0.889 2.707
H -5.549 0.634 -1.550
H -5.331 3.100 -1.710
H -4.534 -1.947 -0.957
H -2.589 -0.712 -0.259
H -2.413 -2.410 0.165
H -3.297 -1.796 2.506
H -3.048 -0.104 2.023
C 3.943 -4.369 -0.289
N 3.379 -5.160 0.799
C 3.013 -6.503 0.361
C 2.413 -4.518 1.576
S 1.450 -3.292 0.970
N 2.253 -4.980 2.821
C 3.143 -5.960 3.418
C 1.251 -4.371 3.688
H 4.815 -4.904 -0.673
H 4.259 -3.397 0.081
H 3.228 -4.211 -1.103
H 2.375 -6.459 -0.532
H 2.470 -7.032 1.142
H 3.917 -7.063 0.116
H 4.044 -6.045 2.817
H 2.662 -6.940 3.490
H 3.414 -5.633 4.421
H 0.278 -4.347 3.200
H 1.508 -3.336 3.921
H 1.186 -4.951 4.608
*
```


3.
C21H30F2N4O3 in the gas phase. Source: the Open Molecules 2025 dataset; level of theory: wB97M-V/def2-TZVPD.

The geometry in ORCA input format:
```
! RIJCOSX wB97M-V def2-TZVPD def2/J DEFGRID3
* xyz 0 1
C 1.013 1.345 -0.783
N -0.272 0.727 -1.011
C -0.693 -0.457 -0.534
O -1.814 -0.883 -0.787
C 0.249 -1.258 0.352
H 1.240 -1.286 -0.099
H -0.138 -2.277 0.398
C 0.356 -0.729 1.802
N -0.528 -1.481 2.678
C -0.125 -1.408 4.065
C 1.220 -2.110 4.197
N 2.159 -1.446 3.329
C 1.832 -0.803 2.198
O 2.683 -0.278 1.501
H 3.146 -1.511 3.532
H 1.584 -2.059 5.226
H 1.111 -3.163 3.909
H -0.866 -1.930 4.672
H -0.034 -0.371 4.433
C -1.949 -1.218 2.466
C -2.386 0.164 2.889
C -2.743 0.440 4.204
C -3.069 1.724 4.601
C -3.038 2.755 3.680
C -2.699 2.490 2.360
C -2.379 1.204 1.967
H -2.153 1.018 0.931
F -2.677 3.481 1.450
F -3.348 4.005 4.068
H -3.351 1.943 5.619
H -2.781 -0.358 4.930
H -2.496 -1.972 3.038
H -2.164 -1.366 1.407
H 0.115 0.351 1.820
C -1.183 1.459 -1.878
H -2.172 1.468 -1.405
C -1.350 0.842 -3.269
C -0.124 0.962 -4.172
N 1.053 0.257 -3.689
C 0.895 -1.189 -3.705
C 2.162 -1.846 -3.159
H 2.085 -2.933 -3.217
O 3.299 -1.487 -3.907
C 3.458 -0.089 -3.897
C 2.228 0.613 -4.471
H 2.373 1.695 -4.424
H 2.109 0.320 -5.530
H 4.340 0.126 -4.504
H 3.629 0.258 -2.867
H 2.303 -1.544 -2.110
H 0.053 -1.470 -3.073
H 0.710 -1.557 -4.731
H -0.404 0.611 -5.183
H 0.146 2.019 -4.253
H -1.649 -0.199 -3.151
H -2.171 1.364 -3.764
H -0.822 2.484 -1.960
H 0.861 2.349 -0.377
H 1.545 1.421 -1.732
H 1.621 0.784 -0.081
*
```


4.
C25H42BaBrNO6 as an isolated structure in a non-equilibrium geometry. Source: the Open Molecules 2025 dataset; level of theory: wB97M-V/def2-TZVPD.

The geometry in ORCA input format:
```
! RIJCOSX wB97M-V def2-TZVPD def2/J DEFGRID3
* xyz 0 1
Ba 1.102 0.519 1.223
C 5.045 0.926 -0.149
C 4.813 -0.503 -0.564
O 3.421 -0.724 -0.464
C 3.004 -2.067 -0.679
C 3.255 -2.938 0.516
O 2.591 -2.353 1.625
C 3.102 -2.760 2.887
C 3.056 -1.575 3.817
O 3.591 -0.401 3.223
C 4.932 -0.506 2.804
C 5.325 0.830 2.233
O 4.519 1.216 1.132
H 4.536 1.590 -0.848
H 6.115 1.158 -0.200
H 5.376 -1.201 0.060
H 5.155 -0.640 -1.597
H 3.491 -2.493 -1.564
H 1.938 -2.029 -0.893
H 4.322 -3.032 0.742
H 2.884 -3.948 0.302
H 4.119 -3.137 2.754
H 2.512 -3.576 3.316
H 3.598 -1.830 4.737
H 2.033 -1.325 4.088
H 5.044 -1.304 2.067
H 5.591 -0.746 3.651
H 6.387 0.824 1.960
H 5.188 1.596 2.997
C -6.201 0.364 -3.374
C -5.933 0.911 -1.973
C -6.210 2.419 -1.982
C -6.907 0.234 -1.000
C -4.492 0.655 -1.522
C -4.073 1.049 -0.250
C -2.771 0.836 0.134
Br -2.227 1.401 1.868
C -1.789 0.229 -0.679
O -0.544 0.127 -0.210
C -2.214 -0.206 -1.947
C -3.542 0.044 -2.322
C -1.353 -0.924 -3.011
C -2.089 -2.184 -3.495
C -1.152 0.019 -4.204
C 0.025 -1.391 -2.543
H -7.242 0.553 -3.647
H -6.034 -0.716 -3.431
H -5.571 0.841 -4.130
H -7.241 2.621 -2.289
H -5.540 2.936 -2.674
H -6.066 2.859 -0.992
H -7.941 0.398 -1.320
H -6.808 0.629 0.014
H -6.729 -0.843 -0.955
H -4.754 1.529 0.443
H -3.837 -0.276 -3.314
H -3.044 -1.957 -3.971
H -2.285 -2.865 -2.664
H -1.472 -2.710 -4.230
H -2.105 0.339 -4.632
H -0.578 -0.479 -4.992
H -0.607 0.918 -3.903
H -0.056 -2.071 -1.693
H 0.675 -0.570 -2.248
H 0.499 -1.930 -3.372
N 0.035 2.139 5.100
C 0.862 1.699 4.136
O 0.687 0.547 3.668
C 1.908 2.646 3.610
C 1.498 3.049 2.159
H -0.758 1.574 5.349
H 0.075 3.102 5.380
H 2.845 2.078 3.601
H 2.049 3.440 4.362
H 2.329 3.637 1.741
H 0.637 3.732 2.229
*
```


Frontier orbital gap values, unit eV, following the record order: 6.740, 6.367, 9.350, 6.242.
Highest occupied orbital energy values, unit eV, following the record order: -3.3, -4.3, -8.7, -6.0.
ΔE to the lowest compared entry with this formula, charge and spin values, unit eV, following the record order: 0.963, 0.921, 0.232, 0.312.